Version P
Entry from the Open Molecules 2025 dataset: one molecule with the formula C2HNO3 (ωB97M-V with the def2-TZVPD basis set).

Geometry (Å):
1 O -2.15842 0.71829 -0.02368
2 C -1.01514 0.40084 -0.01138
3 N 0.24130 1.00773 0.02244
4 C 1.05158 -0.00223 -0.01532
5 O 0.58715 -1.28741 -0.03667
6 O -0.77444 -1.05214 0.04770
7 H 2.06798 0.21492 0.01692

Summary:
Net charge: 0
HOMO, eV: -11.25
Structure (SMILES): O=c1ncoo1

Version Q
Entry from the Open Molecules 2025 dataset: C2HNO3 as an isolated structure (ωB97M-V with the def2-TZVPD basis set).

Geometry (Å):
1 O -0.14423 0.48471 2.34650
2 C 0.09758 0.29310 1.20155
3 O 1.02252 0.34275 0.33962
4 C 0.25410 -0.21012 -1.24640
5 N -0.88966 -0.42832 -0.88211
6 O -1.26126 -0.25204 0.34713
7 H 0.92095 -0.23008 -2.10629

Summary:
Net charge: 0
HOMO, eV: -10.90

Which structure is the most stable? The one labeled version P.

Version P
Entry from the Open Molecules 2025 dataset: a 2-piece molecular cluster, C3H6N overall (ωB97M-V with the def2-TZVPD basis set).

Geometry (Å):
1 C 0.63308 -0.52259 -0.10956
2 C 1.07491 -1.89875 0.04514
3 C -1.26409 2.19110 0.01039
4 N -0.10731 0.33404 -0.29849
5 H 2.00513 -2.23703 -0.45889
6 H 1.06568 -1.99227 1.10423
7 H 0.17207 -2.39801 -0.25569
8 H -0.77334 2.42958 1.01327
9 H -0.69720 2.60852 -0.82326
10 H -2.10892 1.48540 -0.22713

Summary:
Net charge: +1
HOMO, eV: -17.20

Version Q
Entry from the Open Molecules 2025 dataset: C3H6N as an isolated structure (ωB97M-V with the def2-TZVPD basis set).

Geometry (Å):
1 C 0.72742 -0.73812 0.38768
2 C 0.31976 0.37260 -0.84565
3 C -0.75505 -0.25792 0.73176
4 N -1.03893 0.69528 -0.15361
5 H 1.09267 -1.83574 0.05344
6 H 1.37063 -0.24355 1.14840
7 H 0.92753 1.32052 -0.68698
8 H 0.41404 0.00704 -1.79748
9 H -1.20033 -0.56518 1.65405
10 H -1.85776 1.24506 -0.49162

Summary:
Net charge: +1
HOMO, eV: -16.67

Which structure is the most stable? The one labeled version Q.